Density functional theory data (ωB97M-V with the def2-TZVPD basis set) for a molecular structure, C5H12BF4HgN2SSe2Te2.

Properties
multiplicity = 2
frontier orbital gap (spin up / spin down) = 3.050 / 4.738 eV
HOMO energy (spin up / spin down) = 1.592 / -0.206 eV
charge = -2
⟨S²⟩ = 0.77
F_max = 4.64 eV/Å
E_LUMO (spin up / spin down) = 0.171 / 0.167 hartree

Last column: Löwdin charge in e.
Cartesian coordinates (Å):
Hg 2.404 -0.997 0.737  0.518
Se 2.758 0.741 3.793  -0.475
Te 4.857 -0.451 3.806  -0.174
Te 3.570 -2.975 3.632  -0.059
Se 3.171 -3.276 1.207  -0.405
F -0.139 -2.131 2.889  0.132
B -0.442 -1.126 2.019  -1.391
F 0.386 -0.018 2.222  -0.048
F -0.177 -1.553 0.655  -0.032
F -1.791 -0.808 2.097  0.114
C -1.069 -1.303 -2.208  -0.087
C -0.675 0.011 -2.953  -0.208
N 0.582 0.717 -2.428  -0.024
C 0.940 1.003 -1.203  -0.925
S 2.629 0.994 -0.804  0.463
N 0.071 1.428 -0.293  -0.010
C -1.354 1.432 -0.435  -0.237
C -2.005 1.778 0.930  -0.073
H -2.128 -1.213 -1.875  0.070
H -0.485 -1.511 -1.281  0.069
H -1.027 -2.078 -2.969  0.053
H -1.529 0.685 -3.027  0.082
H -0.413 -0.238 -3.949  0.074
H 1.327 0.872 -3.071  0.080
H 0.402 1.623 0.644  0.111
H -1.784 0.494 -0.857  0.090
H -1.587 2.296 -1.051  0.099
H -2.934 1.251 1.063  0.060
H -2.199 2.858 0.934  0.063
H -1.357 1.498 1.774  0.068

---

Density functional theory data (ωB97M-V with the def2-TZVPD basis set) for a molecular structure, C2H2FO3P.

Properties
frontier orbital gap = 7.713 eV
energy relative to the best compared isomer or geometry (same formula, charge and spin) = 164.1 kJ/mol
HOMO energy = -0.593 eV
charge = -2
F_max = 3.83 eV/Å
E_LUMO = 0.262 hartree

Last column: Löwdin charge in e.
Cartesian coordinates (Å):
C 0.893 0.135 -0.040  -0.256
C 2.021 0.352 -0.732  -0.188
O -1.564 -1.502 -0.727  -0.407
O -2.117 1.047 -0.676  -0.436
O -1.701 -0.136 1.512  -0.432
F 3.252 0.104 0.363  -0.442
P -1.573 -0.195 0.001  0.159
H 0.011 0.411 -0.670  -0.022
H 0.779 -0.216 0.969  0.025

---

Density functional theory data (ωB97M-V with the def2-TZVPD basis set) for 8 unconnected molecules or ions with the total composition H16O8.

Properties
frontier orbital gap = 9.628 eV
energy relative to the best compared isomer or geometry (same formula, charge and spin) = 452.1 kJ/mol
HOMO energy = -9.891 eV
charge = 0
F_max = 3.97 eV/Å
E_LUMO = -0.010 hartree

Last column: Löwdin charge in e.
Cartesian coordinates (Å):
O 1.226 -0.182 -0.891  -0.091
H 0.443 -0.408 -1.405  0.041
H 1.002 0.663 -0.484  0.024
O -2.325 1.683 2.622  -0.053
H -1.759 2.441 2.435  0.012
H -2.973 1.693 1.909  0.033
O 2.061 3.096 3.067  -0.067
H 2.914 3.546 3.072  0.039
H 2.136 2.461 2.345  0.014
O 1.680 -4.355 -0.818  -0.051
H 1.795 -5.089 -0.204  0.057
H 2.035 -3.595 -0.343  0.040
O 1.049 -2.622 -2.398  -0.059
H 0.794 -1.701 -2.522  0.015
H 1.335 -2.663 -1.478  -0.013
O 0.446 2.568 0.977  -0.052
H -0.150 2.292 0.272  0.040
H 0.132 3.447 1.219  0.055
O -3.521 -0.166 -2.831  -0.064
H -4.326 0.012 -2.332  0.031
H -3.820 -0.692 -3.580  0.035
O -0.227 -1.141 0.323  -0.077
H -0.550 -0.237 0.242  0.030
H 0.604 -1.052 0.803  0.059

---

Density functional theory data (ωB97M-V with the def2-TZVPD basis set) for a molecular structure, C15H22N3NiO6PS4.

Properties
multiplicity = 4
frontier orbital gap (spin up / spin down) = 4.428 / 5.567 eV
energy relative to the best compared isomer or geometry (same formula, charge and spin) = 69.7 kJ/mol
HOMO energy (spin up / spin down) = -2.944 / -4.684 eV
charge = -1
⟨S²⟩ = 3.78
F_max = 1.19 eV/Å
E_LUMO (spin up / spin down) = 0.055 / 0.032 hartree

Last column: Löwdin charge in e.
Cartesian coordinates (Å):
Ni -0.596 -0.704 -1.189  0.101
C -4.207 -4.391 -0.949  -0.081
C -2.771 -4.125 -1.343  -0.290
O -2.671 -3.103 -2.358  -0.324
P -2.888 -1.558 -2.074  -0.113
S -1.702 -0.533 -3.306  0.380
S -2.643 -1.101 -0.145  0.452
O -4.427 -1.406 -2.474  -0.329
C -5.083 -0.129 -2.328  -0.307
C -6.541 -0.383 -2.030  -0.073
H -4.242 -5.226 -0.247  0.080
H -4.807 -4.637 -1.825  0.082
H -4.641 -3.515 -0.465  0.060
H -2.317 -5.003 -1.798  0.119
H -2.171 -3.830 -0.484  0.081
H -4.954 0.427 -3.257  0.114
H -4.615 0.436 -1.521  0.088
H -7.009 -0.937 -2.844  0.078
H -7.062 0.566 -1.901  0.079
H -6.640 -0.964 -1.113  0.079
C 2.605 -2.681 -2.488  -0.223
S 1.496 -1.635 -1.554  0.811
C 2.638 -1.007 -0.320  -0.198
O 0.537 -2.583 -0.849  -0.515
H 2.913 -3.476 -1.809  0.068
H 3.453 -2.081 -2.818  0.066
H 2.060 -3.081 -3.340  0.059
H 3.560 -1.585 -0.324  0.063
H 2.121 -1.094 0.637  0.071
H 2.827 0.047 -0.528  0.053
O 2.586 2.921 6.175  -0.385
S 3.975 2.888 5.746  0.389
O 4.540 1.546 5.626  -0.386
O 4.836 3.848 6.413  -0.384
C 3.920 3.407 3.995  -0.356
N 4.894 4.205 3.535  0.098
C 4.827 4.472 2.234  -0.159
C 3.862 3.964 1.399  -0.030
C 2.896 3.117 1.962  -0.254
N 2.938 2.863 3.278  0.148
C 1.874 2.445 1.199  -0.171
C 1.739 2.560 -0.217  -0.059
C 0.871 1.768 -0.897  -0.196
N 0.065 0.836 -0.284  -0.147
C 0.093 0.807 1.103  -0.176
C 0.943 1.564 1.838  -0.024
H 5.607 5.125 1.850  0.097
H 3.855 4.212 0.344  0.084
H 2.329 3.275 -0.777  0.093
H 0.778 1.840 -1.976  0.097
H -0.597 0.122 1.580  0.077
H 0.948 1.507 2.919  0.114

---

Density functional theory data (ωB97M-V with the def2-TZVPD basis set) for 2 unconnected molecules or ions with the total composition C3H10N2.

Properties
frontier orbital gap = 9.730 eV
energy relative to the best compared isomer or geometry (same formula, charge and spin) = 336.3 kJ/mol
HOMO energy = -8.514 eV
charge = 0
F_max = 5.06 eV/Å
E_LUMO = 0.045 hartree

Last column: Löwdin charge in e.
Cartesian coordinates (Å):
C -6.424 -0.799 2.670  -0.156
N -5.741 -1.871 2.656  0.010
H -6.753 -0.492 1.678  0.046
H -6.726 -0.115 3.611  0.104
H -5.032 -1.846 3.310  -0.003
C 2.930 -0.734 -1.205  -0.138
N 2.438 0.561 -1.645  -0.236
C 3.308 1.707 -1.366  -0.166
H 3.516 -1.286 -2.072  0.129
H 3.491 -0.448 -0.405  0.031
H 2.154 -1.161 -0.729  0.028
H 2.307 0.671 -2.700  0.119
H 3.343 1.916 -0.299  0.063
H 2.826 2.574 -1.744  0.055
H 4.361 1.323 -1.760  0.115

---

Density functional theory data (ωB97M-V with the def2-TZVPD basis set) for 2 unconnected molecules or ions with the total composition C3H5BrFN.

Properties
frontier orbital gap = 9.624 eV
energy relative to the best compared isomer or geometry (same formula, charge and spin) = 180.9 kJ/mol
HOMO energy = -10.029 eV
charge = 0
F_max = 6.35 eV/Å
E_LUMO = -0.015 hartree

Last column: Löwdin charge in e.
Cartesian coordinates (Å):
C -1.775 0.882 -1.983  0.071
C -0.772 0.631 -0.991  -0.138
C 0.653 0.616 -1.144  -0.150
N 1.262 0.183 -0.100  0.057
F 2.657 0.239 -0.200  -0.133
H -2.803 0.919 -1.829  0.029
H -1.409 1.119 -2.936  0.030
H -1.244 0.548 0.071  0.133
H 1.155 0.748 -2.068  0.121
Br 3.178 -1.409 2.530  0.362
H 2.559 -0.947 1.387  -0.382

---

Density functional theory data (ωB97M-V with the def2-TZVPD basis set) for a molecular structure, C30H36N4Ti.

Properties
multiplicity = 2
frontier orbital gap (spin up / spin down) = 4.459 / 4.163 eV
energy relative to the best compared isomer or geometry (same formula, charge and spin) = 702.6 kJ/mol
HOMO energy (spin up / spin down) = -1.917 / -1.621 eV
charge = -1
⟨S²⟩ = 0.78
F_max = 6.54 eV/Å
E_LUMO (spin up / spin down) = 0.093 / 0.093 hartree

Last column: Löwdin charge in e.
Cartesian coordinates (Å):
Ti 0.416 -0.743 0.904  0.922
N 0.725 -3.049 4.866  0.045
N -0.587 -2.431 -1.352  -0.012
C 0.833 1.710 0.372  -0.250
C 1.949 0.842 0.714  -0.340
C 1.857 0.559 2.139  -0.336
C 2.875 -0.063 3.001  -0.160
H 3.647 -0.569 2.423  0.061
H 2.322 -1.075 3.603  -0.018
H 3.323 0.602 3.747  0.062
C 0.606 1.096 2.588  -0.286
C 0.086 0.976 3.978  -0.042
H 0.622 1.637 4.675  0.086
H 0.189 -0.044 4.367  0.077
H -0.977 1.240 4.025  0.062
C 0.056 1.910 1.549  -0.235
C -0.991 2.941 1.797  -0.035
H -1.958 2.460 1.994  0.073
H -1.123 3.642 0.965  0.073
H -0.735 3.544 2.684  0.088
C 3.059 0.418 -0.182  -0.054
H 3.903 1.124 -0.202  0.084
H 2.700 0.315 -1.212  0.062
H 3.451 -0.558 0.128  0.076
C 0.757 2.583 -0.835  -0.036
H -0.290 2.715 -1.131  0.065
H 1.285 2.143 -1.686  0.073
H 1.177 3.597 -0.696  0.091
C -0.260 -3.696 5.430  -0.225
H -0.210 -3.716 6.512  0.079
C -1.299 -4.303 4.684  -0.161
H -2.059 -4.843 5.278  0.061
C -1.291 -4.169 3.263  -0.152
H -2.078 -4.732 2.713  0.097
C -0.345 -3.366 2.664  -0.106
H -0.326 -3.220 1.561  0.070
C 0.650 -2.735 3.563  -0.433
C 1.686 -1.950 3.075  -0.092
H 1.743 -2.264 1.917  0.062
C -0.501 -1.095 -1.492  -0.221
C 0.586 -2.830 -2.086  -0.165
H 1.310 -3.625 -1.926  0.080
C 0.535 -2.051 -3.221  -0.157
H 0.911 -2.375 -4.207  0.099
N -0.140 -0.898 -2.862  -0.050
C -0.376 0.237 -3.634  -0.149
C 0.597 0.524 -4.592  -0.197
C 0.432 1.696 -5.326  -0.018
H 1.180 1.934 -6.098  0.116
C -0.651 2.556 -5.080  -0.278
C -0.821 3.776 -5.932  -0.074
H -1.354 4.551 -5.387  0.069
H -1.384 3.543 -6.838  0.076
H 0.155 4.151 -6.232  0.070
C -1.573 2.248 -4.055  -0.008
H -2.414 2.930 -3.849  0.118
C -1.453 1.065 -3.312  -0.208
C -2.434 0.713 -2.248  -0.076
H -2.692 -0.351 -2.217  0.079
H -3.379 1.256 -2.443  0.075
H -2.117 1.012 -1.231  0.068
C 1.854 -0.264 -4.738  -0.064
H 1.714 -1.343 -4.782  0.025
H 2.574 -0.070 -3.924  0.099
H 2.325 -0.105 -5.718  0.081
C -3.373 -1.027 3.603  -0.044
C -2.350 -0.823 2.604  -0.176
N -1.611 -0.630 1.723  0.152
H -2.930 -1.373 4.558  0.095
H -4.102 -1.796 3.286  0.097
H -3.902 -0.067 3.776  0.093

---

Repeat the fifth record exactly.
Density functional theory data (ωB97M-V with the def2-TZVPD basis set) for 2 unconnected molecules or ions with the total composition C3H10N2.

Properties
frontier orbital gap = 9.730 eV
energy relative to the best compared isomer or geometry (same formula, charge and spin) = 336.3 kJ/mol
HOMO energy = -8.514 eV
charge = 0
F_max = 5.06 eV/Å
E_LUMO = 0.045 hartree

Last column: Löwdin charge in e.
Cartesian coordinates (Å):
C -6.424 -0.799 2.670  -0.156
N -5.741 -1.871 2.656  0.010
H -6.753 -0.492 1.678  0.046
H -6.726 -0.115 3.611  0.104
H -5.032 -1.846 3.310  -0.003
C 2.930 -0.734 -1.205  -0.138
N 2.438 0.561 -1.645  -0.236
C 3.308 1.707 -1.366  -0.166
H 3.516 -1.286 -2.072  0.129
H 3.491 -0.448 -0.405  0.031
H 2.154 -1.161 -0.729  0.028
H 2.307 0.671 -2.700  0.119
H 3.343 1.916 -0.299  0.063
H 2.826 2.574 -1.744  0.055
H 4.361 1.323 -1.760  0.115